DFT (ωB97M-V/def2-TZVPD) results for the molecule C6H3Br.

Computed properties:
- LUMO: -0.3 eV
- HOMO energy: -7.91 eV
- Net charge: 0
- Largest force on an atom: 4.42 eV/A
- Frontier orbital gap: 0.2802 Ha

Each line ends with the natural charge from an NBO analysis.
Cartesian coordinates (Å):
C (0.119, -0.476, -0.268)  -0.406
C (0.482, -1.357, 0.808)  -0.270
C (-0.787, 1.947, 0.643)  -0.206
C (-0.229, 0.762, 0.082)  0.002
C (-0.385, 1.070, 1.566)  -0.008
C (0.196, -0.954, 2.034)  -0.061
Br (0.230, -1.388, 3.749)  0.254
H (0.100, -0.648, -1.313)  0.224
H (0.766, -2.366, 0.797)  0.256
H (-1.330, 2.789, 0.522)  0.215

Forces on the atoms, in the same order (eV/Å):
0.706 0.103 -1.526
-1.429 1.507 0.361
2.001 -3.904 0.505
-1.329 1.918 3.180
0.974 -3.066 -0.858
-0.665 3.686 -0.708
0.148 -0.399 1.127
0.450 -1.173 -0.701
0.544 -1.348 -0.671
-1.400 2.676 -0.708

DFT (ωB97M-V/def2-TZVPD) results for the ion C6H3N2O4 with charge -1.

Computed properties:
- LUMO: 3.5 eV
- HOMO energy: -3.98 eV
- Net charge: -1
- SMILES string: O=c1cc([O-])oc2ccn(n2)o1
- Largest force on an atom: 3.20 eV/A
- Frontier orbital gap: 0.2741 Ha

Each line ends with the natural charge from an NBO analysis.
Cartesian coordinates (Å):
O (0.530, 2.987, -0.507)  -0.653
C (0.280, 1.800, -0.232)  0.738
C (1.187, 0.757, -0.582)  -0.705
C (1.789, -0.472, -0.289)  0.719
O (2.936, -0.749, -0.598)  -0.656
O (1.225, -1.581, 0.487)  -0.519
C (-0.001, -1.179, 0.822)  0.507
C (-1.107, -1.584, 0.013)  -0.352
C (-1.937, -0.547, 0.107)  -0.020
N (-1.438, 0.403, 1.103)  -0.013
N (-0.296, -0.161, 1.565)  -0.338
O (-0.951, 1.687, 0.481)  -0.395
H (1.950, 1.215, -1.277)  0.249
H (-1.285, -2.357, -0.640)  0.225
H (-2.881, -0.219, -0.452)  0.213

Forces on the atoms, in the same order (eV/Å):
-1.105 -1.695 0.282
0.691 0.680 0.327
0.639 0.998 -1.582
2.144 -0.728 0.768
-0.252 -0.171 -0.488
-0.462 0.771 0.860
-0.665 -0.130 0.253
-1.417 1.788 0.544
-1.882 2.530 -0.523
-0.359 -0.340 -1.761
2.926 -0.364 0.289
-1.054 -0.407 0.418
-1.029 -0.278 0.945
0.203 -1.822 -1.205
1.622 -0.831 0.872

DFT (ωB97M-V/def2-TZVPD) results for the molecule C6H3N2P.

Computed properties:
- LUMO (spin up / spin down): -2.2 / -1.9 eV
- HOMO energy (spin up / spin down): -9.25 / -9.18 eV
- Net charge: 0
- SMILES string: C#P=C(C#N)/C=C/C#N
- Largest force on an atom: 3.78 eV/A
- Frontier orbital gap (spin up / spin down): 0.2596 / 0.2683 Ha

Each line ends with the natural charge from an NBO analysis.
Cartesian coordinates (Å):
C (-1.867, -0.218, -0.775)  -0.546
P (-1.589, -1.245, 0.519)  0.753
C (0.216, -1.097, 0.841)  -0.448
C (0.714, -1.992, 1.800)  0.232
N (0.938, -2.784, 2.628)  -0.256
C (0.786, 0.037, 0.348)  -0.108
C (0.204, 1.060, -0.412)  -0.337
C (0.797, 1.703, -1.522)  0.227
N (1.091, 2.316, -2.464)  -0.274
H (-2.478, 0.442, -1.343)  0.213
H (1.876, 0.079, 0.516)  0.250
H (-0.689, 1.699, -0.136)  0.293

Forces on the atoms, in the same order (eV/Å):
2.982 -0.273 2.312
-0.859 0.642 -1.601
-1.819 1.540 -0.884
0.684 -1.696 1.874
-0.165 1.310 -1.429
1.872 -0.712 0.679
-3.128 0.108 -0.725
0.544 0.699 -1.184
-0.038 -0.660 0.908
-0.615 -0.012 -0.219
-0.367 0.207 -0.234
0.910 -1.154 0.501

DFT (ωB97M-V/def2-TZVPD) results for the molecule C6H3NO4.

Computed properties:
- LUMO: 0.0 eV
- HOMO energy: -8.66 eV
- Net charge: 0
- SMILES string: [H]/N=C1\C(=O)Oc2cc(O)oc21
- Largest force on an atom: 3.47 eV/A
- Frontier orbital gap: 0.3197 Ha

Each line ends with the natural charge from an NBO analysis.
Cartesian coordinates (Å):
H (-3.612, -2.303, 0.022)  0.368
N (-2.597, -2.293, -0.001)  -0.620
C (-2.050, -1.175, -0.021)  0.200
C (-2.854, 0.477, -0.009)  0.756
O (-4.014, 0.714, 0.010)  -0.518
O (-1.838, 1.371, -0.034)  -0.470
C (-0.653, 0.697, -0.041)  0.308
C (0.702, 1.058, -0.030)  -0.457
C (1.363, -0.155, -0.027)  0.643
O (2.670, -0.429, -0.022)  -0.635
O (0.536, -1.197, -0.034)  -0.365
C (-0.727, -0.686, -0.043)  0.045
H (1.132, 2.037, -0.027)  0.243
H (3.187, 0.384, 0.024)  0.502

Forces on the atoms, in the same order (eV/Å):
-0.018 0.335 -0.006
0.087 -0.472 -0.008
-1.398 2.281 0.059
0.235 -3.457 -0.043
0.791 0.191 -0.009
0.317 1.214 0.017
-0.237 -2.129 0.014
0.134 0.036 -0.011
-0.134 0.917 0.009
-0.372 -0.452 0.003
0.684 -0.481 -0.002
-0.109 1.824 -0.010
0.182 0.187 -0.001
-0.160 0.006 -0.013